{"formula": "C4H7NO", "method": "ωB97M-V/def2-TZVPD", "lumo_energy_ev": 0.78, "homo_ha": -0.2934, "de_lowest_kcal_mol": 87.5, "symbols": ["O", "H", "H", "C", "H", "N", "H", "H", "C", "H", "C", "C", "H"], "xyz": [[1.45098, 1.87982, -0.42283], [1.13484, -0.93016, 0.62491], [-2.02150, 1.50163, -0.20582], [0.82381, 0.92423, -0.12576], [2.79729, -0.40543, 0.45417], [1.93330, -0.67762, 0.00118], [-1.50629, -1.55065, 0.13218], [2.08628, -1.10471, -0.90643], [-1.68575, 0.67202, 0.40344], [-2.22201, 0.55318, 1.34611], [-0.26347, 0.29942, 0.39547], [-1.24343, -0.59060, -0.30252], [-1.28404, -0.57111, -1.39409]], "forces_ev_per_angstrom": [[-0.220, -0.523, 0.321], [1.203, -0.604, -0.640], [-0.143, -0.028, -0.064], [-0.358, 0.734, 0.109], [-0.186, -0.241, 0.058], [0.000, 0.354, -0.159], [-0.031, 0.068, 0.009], [-0.220, -0.277, 0.470], [-0.266, 0.314, -0.088], [0.164, 0.059, -0.200], [-0.021, 0.451, -0.098], [0.009, -0.299, 0.000], [0.070, -0.008, 0.282]]}



{"formula": "C4H7NO", "method": "ωB97M-V/def2-TZVPD", "lumo_energy_ev": [-0.23, -0.23], "homo_ha": [-0.2829, -0.2829], "de_lowest_kcal_mol": 125.4, "symbols": ["H", "H", "C", "C", "O", "H", "H", "H", "N", "H", "C", "C", "H"], "xyz": [[0.58326, 0.03331, 1.91546], [1.58669, 0.54989, -0.64424], [-1.10625, 0.24126, -0.49468], [0.34095, -0.90134, 1.40708], [-1.77697, 2.29918, -1.44118], [1.84531, -1.26985, -0.33292], [-2.11804, -0.05226, -0.22924], [1.06379, -1.69286, 1.60022], [-0.14397, -0.65137, -0.26670], [-0.65101, -1.24123, 1.70842], [1.18297, -0.41305, -0.31872], [-0.90968, 1.46595, -1.22594], [0.10119, 1.59992, -1.67714]], "forces_ev_per_angstrom": [[-0.004, -0.107, -0.118], [-0.059, -0.132, 0.061], [-0.129, 0.139, -0.073], [-0.037, -0.110, 0.472], [0.203, -0.185, 0.029], [-0.133, 0.097, 0.079], [0.128, 0.014, -0.051], [-0.107, 0.116, -0.075], [0.281, 0.056, -0.129], [0.143, 0.103, -0.094], [-0.061, 0.000, -0.245], [-0.079, -0.035, 0.076], [-0.144, 0.043, 0.069]]}



{"formula": "C4H7NO", "method": "ωB97M-V/def2-TZVPD", "lumo_energy_ev": [-0.09, -0.09], "homo_ha": [-0.2937, -0.2937], "de_lowest_kcal_mol": 76.7, "symbols": ["C", "H", "C", "O", "H", "H", "C", "H", "C", "H", "H", "N", "H"], "xyz": [[-0.55164, -0.54339, 0.84805], [-1.03687, 1.98632, 0.29237], [0.62815, -1.16444, 1.37773], [0.74009, -1.79887, 2.41202], [-0.66573, 1.88502, -1.46280], [1.53155, -0.91340, 0.75383], [0.17302, -0.66445, -1.26756], [-1.46878, -0.42048, 1.40955], [-0.36291, 1.57062, -0.46100], [-0.15903, -1.69141, -1.31244], [0.88779, -0.27922, -1.98573], [-0.36884, 0.10889, -0.35259], [0.65319, 1.92480, -0.25142]], "forces_ev_per_angstrom": [[-0.020, -0.001, 0.217], [0.087, -0.164, -0.146], [-0.151, -0.144, 0.069], [-0.080, 0.101, -0.229], [0.012, -0.074, 0.155], [-0.144, -0.154, 0.048], [-0.013, 0.124, -0.060], [0.160, 0.271, 0.079], [-0.019, 0.091, -0.043], [0.300, 0.067, 0.160], [-0.208, 0.169, -0.099], [0.271, -0.262, -0.149], [-0.194, -0.023, -0.003]]}



{"formula": "C4H7NO", "method": "ωB97M-V/def2-TZVPD", "lumo_energy_ev": 0.48, "homo_ha": -0.3564, "de_lowest_kcal_mol": 86.7, "symbols": ["H", "H", "H", "H", "C", "H", "C", "C", "N", "H", "H", "C", "O"], "xyz": [[0.39000, 0.93202, 1.11854], [-1.87581, -0.13131, 1.22019], [-2.52041, -0.97204, -0.19628], [-0.07814, -1.44756, 0.07709], [0.57776, 0.60571, 0.08685], [-0.37736, -0.59650, -1.42891], [-1.82905, -0.18768, 0.12636], [-0.40720, -0.48752, -0.33871], [2.70225, -0.85614, -0.17545], [-2.19245, 0.76569, -0.27399], [0.49557, 1.50274, -0.53926], [1.98127, 0.14742, 0.03999], [3.13356, 0.72517, 0.28358]], "forces_ev_per_angstrom": [[0.045, -0.059, -0.113], [0.003, 0.001, -0.161], [0.100, 0.122, 0.036], [-0.051, 0.140, -0.036], [0.031, -0.014, 0.009], [0.006, 0.011, 0.159], [-0.070, 0.014, 0.018], [0.022, -0.075, -0.030], [-0.326, 0.331, 0.046], [0.067, -0.129, 0.043], [0.019, -0.114, 0.095], [0.123, -0.329, -0.076], [0.030, 0.101, 0.010]]}



{"formula": "C4H7NO", "method": "ωB97M-V/def2-TZVPD", "lumo_energy_ev": [0.12, 0.12], "homo_ha": [-0.2707, -0.2707], "de_lowest_kcal_mol": 106.1, "symbols": ["C", "H", "H", "H", "H", "H", "N", "C", "C", "C", "H", "H", "O"], "xyz": [[0.63918, -0.15942, -0.98645], [-1.55390, 0.35478, -0.86313], [0.64645, -0.68709, -1.96138], [0.30643, -0.05425, 1.41859], [2.16724, -0.26584, 0.63919], [-1.04566, -1.30850, -0.28584], [-0.76605, 0.37708, 0.92544], [1.36369, -0.79170, 0.16795], [-0.77133, -0.25008, -0.39490], [-1.46290, 1.39769, 1.03984], [1.51178, -1.87367, 0.04297], [0.91308, 0.88615, -1.18995], [-1.94802, 2.37485, 1.44767]], "forces_ev_per_angstrom": [[-0.292, 0.043, 0.539], [-0.101, -0.608, -1.042], [0.128, 0.008, 0.618], [1.201, -1.330, -1.608], [0.817, 0.058, -0.338], [-0.154, 0.370, -0.018], [-0.673, 0.425, -0.160], [-0.045, 0.169, 0.912], [-0.967, 0.349, -0.698], [0.233, 0.600, 1.572], [-0.054, 0.453, 0.452], [-0.080, -0.212, 0.199], [-0.013, -0.325, -0.428]]}



{"formula": "C4H7NO", "method": "ωB97M-V/def2-TZVPD", "lumo_energy_ev": 0.86, "homo_ha": -0.3029, "de_lowest_kcal_mol": 47.4, "symbols": ["H", "O", "H", "H", "H", "N", "C", "C", "C", "H", "C", "H", "H"], "xyz": [[0.15499, 2.43125, 1.76005], [-0.47700, -1.88235, -1.11441], [1.72595, -0.97781, -1.22468], [-0.06617, 1.91162, -0.00090], [1.63549, 0.29896, 0.01507], [-0.65150, 0.61229, 1.52003], [-0.18606, -0.76255, -0.37815], [-0.14776, 1.66831, 1.05457], [1.11545, -0.17366, -0.81729], [-1.32117, -2.25735, -0.84064], [-0.94834, -0.42012, 0.66886], [-1.80325, -1.01585, 0.96028], [0.96937, 0.56727, -1.60278]], "forces_ev_per_angstrom": [[0.090, 0.186, 0.051], [0.060, 0.013, -0.266], [0.044, -0.007, 0.003], [0.000, -0.115, -0.172], [-0.003, 0.005, -0.029], [0.221, 0.371, 0.726], [-0.143, -0.651, 0.041], [-0.125, 0.798, 0.414], [-0.106, -0.148, -0.036], [-0.001, 0.075, 0.072], [-0.077, -0.358, -0.698], [-0.023, -0.184, -0.080], [0.064, 0.015, -0.027]]}



{"formula": "C4H7NO", "method": "ωB97M-V/def2-TZVPD", "lumo_energy_ev": 0.89, "homo_ha": -0.3945, "de_lowest_kcal_mol": 43.0, "symbols": ["H", "H", "O", "C", "H", "C", "N", "H", "C", "H", "H", "C", "H"], "xyz": [[-1.58090, -1.10059, 0.30132], [-1.13828, 0.39728, 1.15077], [-2.01225, 0.56338, -0.73223], [-1.16668, -0.09803, 0.16668], [2.25911, -0.82509, 0.30555], [0.27747, -0.21956, -0.35287], [0.64422, 1.09520, -0.79718], [0.92717, -1.75614, 1.01411], [0.62756, 2.20004, -1.19922], [-1.64556, 1.44770, -0.88505], [0.29021, -0.86726, -1.23663], [1.24184, -0.75465, 0.70073], [1.26038, -0.10499, 1.58185]], "forces_ev_per_angstrom": [[0.108, 0.065, 0.022], [-0.023, -0.026, -0.159], [-0.018, 0.173, -0.037], [0.115, -0.220, 0.242], [-0.174, 0.025, 0.023], [-0.065, -0.133, -0.006], [0.010, 1.129, -0.406], [0.024, 0.171, -0.067], [0.247, -1.062, 0.417], [-0.175, -0.166, -0.023], [-0.026, 0.120, 0.090], [0.013, -0.005, 0.051], [-0.036, -0.072, -0.148]]}



{"formula": "C4H7NO", "method": "ωB97M-V/def2-TZVPD", "lumo_energy_ev": 1.16, "homo_ha": -0.3532, "de_lowest_kcal_mol": 70.2, "symbols": ["C", "H", "N", "O", "H", "C", "H", "H", "H", "C", "H", "C", "H"], "xyz": [[0.78941, -0.39134, -0.41296], [-0.98339, 0.83774, 1.32775], [-1.30133, 0.99626, 0.37921], [1.07263, -0.85532, 0.89545], [-1.58086, -1.14143, 0.62317], [-0.53359, 0.27983, -0.63380], [1.04971, -1.09607, -1.20812], [-2.69146, -0.33296, -0.61667], [2.91610, -0.09594, 0.13596], [1.88702, 0.18664, 0.36218], [-0.62847, 0.71793, -1.62551], [-1.75732, -0.31924, -0.06773], [1.75744, 1.16013, 0.83174]], "forces_ev_per_angstrom": [[-0.136, 0.062, -0.152], [0.666, 0.277, -0.026], [-0.100, -0.079, 0.233], [-0.083, -0.105, 0.173], [-0.195, 0.058, -0.120], [0.020, -0.102, -0.208], [-0.046, 0.111, 0.162], [0.096, -0.095, -0.052], [-0.215, 0.034, 0.053], [0.167, 0.230, -0.022], [0.107, 0.089, 0.152], [-0.257, -0.363, -0.135], [-0.024, -0.117, -0.059]]}